(1)
C37H37BF4FeN4O6STe | wB97M-V/def2-TZVPD

Positions of all 92 atoms, in Å:
Fe (-1.20, 1.79, 0.87)
C (-5.07, -2.85, -2.53)
C (-4.11, -1.77, -2.10)
C (-3.85, -0.65, -2.89)
C (-3.01, 0.35, -2.48)
C (-2.89, 1.60, -3.31)
O (-3.10, 2.69, -2.83)
C (-2.58, 1.45, -4.77)
C (-1.94, 0.33, -5.28)
C (-1.63, 0.26, -6.63)
C (-1.97, 1.30, -7.48)
C (-2.61, 2.43, -6.97)
C (-2.91, 2.50, -5.62)
C (-2.34, 0.28, -1.23)
O (-1.51, 1.25, -0.93)
C (-2.55, -0.87, -0.43)
C (-3.45, -1.85, -0.89)
C (-1.83, -1.14, 0.83)
N (-1.10, -0.26, 1.42)
C (-0.35, -0.59, 2.64)
C (0.87, -1.50, 2.48)
Te (2.36, -0.96, 1.03)
C (1.55, -2.08, -0.59)
C (0.53, -1.54, -1.36)
C (-0.04, -2.28, -2.39)
C (0.43, -3.56, -2.66)
C (1.46, -4.09, -1.90)
C (2.02, -3.36, -0.87)
C (-1.98, -2.52, 1.41)
C (-2.79, -2.70, 2.53)
C (-2.93, -3.96, 3.09)
C (-2.28, -5.05, 2.52)
C (-1.48, -4.87, 1.40)
C (-1.34, -3.61, 0.84)
H (-5.42, -2.67, -3.55)
H (-5.95, -2.88, -1.88)
H (-4.60, -3.83, -2.51)
H (-4.35, -0.56, -3.86)
H (-1.67, -0.48, -4.62)
H (-1.11, -0.61, -7.02)
H (-1.73, 1.24, -8.53)
H (-2.88, 3.24, -7.63)
H (-3.40, 3.37, -5.20)
H (-3.63, -2.72, -0.27)
H (-1.01, -1.07, 3.37)
H (-0.04, 0.36, 3.08)
H (0.60, -2.52, 2.25)
H (1.42, -1.50, 3.43)
H (0.15, -0.55, -1.16)
H (-0.86, -1.86, -2.97)
H (-0.02, -4.14, -3.46)
H (1.83, -5.09, -2.12)
H (2.82, -3.77, -0.28)
H (-3.30, -1.85, 2.96)
H (-3.56, -4.10, 3.96)
H (-2.39, -6.03, 2.96)
H (-0.98, -5.71, 0.95)
H (-0.74, -3.47, -0.05)
C (6.05, -0.19, 3.13)
C (5.86, 1.31, 3.01)
S (4.33, 1.78, 3.78)
O (4.50, 1.71, 5.21)
O (3.25, 1.03, 3.19)
C (4.10, 3.51, 3.42)
C (3.90, 3.98, 1.98)
N (2.81, 3.33, 1.27)
C (1.53, 3.31, 1.68)
N (0.83, 2.38, 1.03)
C (1.67, 1.77, 0.17)
C (2.90, 2.37, 0.26)
N (4.07, 1.85, -0.31)
O (3.97, 0.82, -0.94)
O (5.14, 2.43, -0.12)
C (0.97, 4.18, 2.74)
H (7.03, -0.46, 2.74)
H (5.30, -0.73, 2.56)
H (6.00, -0.51, 4.17)
H (5.81, 1.64, 1.97)
H (6.64, 1.87, 3.52)
H (4.98, 4.02, 3.84)
H (3.25, 3.76, 4.06)
H (4.79, 3.83, 1.39)
H (3.70, 5.06, 2.00)
H (1.30, 1.29, -0.72)
H (1.64, 5.02, 2.97)
H (0.79, 3.60, 3.65)
H (0.01, 4.57, 2.42)
F (-3.35, 3.68, 3.51)
B (-2.59, 2.92, 2.69)
F (-3.29, 1.94, 1.97)
F (-1.52, 2.26, 3.35)
F (-1.92, 3.70, 1.65)

Summary:
LUMO level (spin up / spin down) = -0.77 / -0.77 eV
Highest occupied orbital energy (spin up / spin down) = -7.746 / -7.748 eV
Calculated total energy = -4457.0287 Ha
2S+1 = 5
HOMO-LUMO gap (spin up / spin down) = 7.0 / 7.0 eV
ΔE to the lowest compared entry with this formula, charge and spin = 67.3 kJ/mol

Now the Mulliken charges, all in e:
1. Fe 0.907
2. C -1.723
3. C -0.173
4. C -0.078
5. C 0.603
6. C -0.386
7. O -0.642
8. C 0.191
9. C 0.327
10. C -0.784
11. C -0.368
12. C -0.575
13. C -0.712
14. C 1.548
15. O -1.446
16. C -0.157
17. C -0.669
18. C 1.140
19. N 1.032
20. C -1.034
21. C -1.083
22. Te 0.171
23. C 0.205
24. C 0.293
25. C -0.307
26. C -0.790
27. C -0.685
28. C -0.627
29. C -1.132
30. C -0.129
31. C -0.899
32. C -0.581
33. C -0.929
34. C 0.494
35. H 0.390
36. H 0.356
37. H 0.345
38. H 0.391
39. H 0.365
40. H 0.409
41. H 0.379
42. H 0.401
43. H 0.467
44. H 0.617
45. H 0.493
46. H 0.263
47. H 0.513
48. H 0.767
49. H -0.189
50. H 0.276
51. H 0.462
52. H 0.406
53. H 0.414
54. H 0.576
55. H 0.413
56. H 0.387
57. H 0.481
58. H 0.360
59. C -1.194
60. C -0.303
61. S 0.992
62. O -0.673
63. O -0.289
64. C -0.694
65. C -1.301
66. N 0.289
67. C 0.635
68. N 0.420
69. C -0.824
70. C -0.238
71. N 1.197
72. O -0.645
73. O -0.751
74. C -1.768
75. H 0.395
76. H 0.170
77. H 0.357
78. H 0.241
79. H 0.440
80. H 0.645
81. H 0.337
82. H 0.541
83. H 0.378
84. H 0.813
85. H 0.449
86. H 0.228
87. H 0.369
88. F -0.283
89. B 0.459
90. F -0.280
91. F -0.334
92. F -0.522


(2)
CH3NO2S2 | wB97M-V/def2-TZVPD

Positions of all 9 atoms, in Å:
C (-0.69, -0.22, 1.89)
N (0.24, -0.76, 1.24)
O (1.40, -0.23, 1.03)
O (0.19, -2.19, 1.22)
S (-0.49, 1.81, -1.16)
S (-1.86, 0.72, 2.29)
H (0.57, 1.79, -0.43)
H (1.14, -2.40, 0.87)
H (0.05, 1.39, -2.25)

Summary:
LUMO level (spin up / spin down) = 0.32 / -2.41 eV
Highest occupied orbital energy (spin up / spin down) = -7.631 / -9.754 eV
Calculated total energy = -1041.2778 Ha
2S+1 = 3
HOMO-LUMO gap (spin up / spin down) = 8.0 / 7.3 eV
ΔE to the lowest compared entry with this formula, charge and spin = 267.0 kJ/mol

Now the Mulliken charges, all in e:
1. C 0.259
2. N 0.468
3. O -0.439
4. O -0.377
5. S -0.286
6. S -0.262
7. H 0.143
8. H 0.362
9. H 0.131


(3)
C5H9F | wB97M-V/def2-TZVPD

Positions of all 15 atoms, in Å:
C (1.76, -0.14, -0.64)
C (0.74, -0.77, 0.28)
C (-0.08, 0.27, 0.95)
C (-1.06, 0.86, -0.06)
C (-2.17, 0.24, -0.40)
F (-2.21, -1.09, -0.06)
H (2.29, -0.92, -1.16)
H (2.47, 0.57, -0.20)
H (1.25, 0.49, -1.38)
H (1.24, -1.47, 1.02)
H (0.05, -1.50, -0.21)
H (-0.73, -0.13, 1.66)
H (0.49, 1.10, 1.36)
H (-1.08, 1.97, -0.14)
H (-2.97, 0.54, -1.03)

Summary:
LUMO level = 1.13 eV
Highest occupied orbital energy = -9.614 eV
SMILES = CCC/C=C\F
Calculated total energy = -295.7291 Ha
2S+1 = 1
HOMO-LUMO gap = 10.7 eV
ΔE to the lowest compared entry with this formula, charge and spin = 81.5 kJ/mol

Now the Mulliken charges, all in e:
1. C -1.194
2. C -0.149
3. C -0.652
4. C -0.425
5. C -0.197
6. F -0.260
7. H 0.342
8. H 0.322
9. H 0.315
10. H 0.284
11. H 0.248
12. H 0.292
13. H 0.365
14. H 0.267
15. H 0.439